{
  "formula": "C6H13N2",
  "method": "ωB97M-V with the def2-TZVPD basis set",
  "symbols": ["N", "H", "C", "H", "H", "C", "C", "H", "H", "H", "C", "H", "H", "H", "C", "H", "H", "H", "C", "N", "H"],
  "coordinates": [[-0.9880, 0.1657, 0.0005], [1.5026, 2.1632, 0.6571], [0.2061, -0.7246, -0.2014], [1.2834, 0.5476, -1.3869], [2.9393, -1.0536, -0.5095], [0.8289, 1.4559, 0.2888], [-1.8868, 0.1540, -1.1463], [-1.3981, 0.5634, -2.0984], [3.4489, 0.5834, -0.0320], [-2.1909, -1.3147, 0.9872], [1.3502, 0.1994, -0.4217], [-2.3023, -0.8006, -1.0751], [2.5718, -0.5330, 1.1804], [-0.0379, -1.5786, -0.9871], [-1.7446, -0.3617, 1.1705], [0.5325, -1.3467, 0.7199], [-1.0078, -0.4584, 2.0322], [-2.6495, 0.9627, -0.8692], [2.6759, -0.2555, 0.0877], [-0.4682, 1.3853, 0.4223], [-2.6655, 0.2466, 1.1810]],
  "forces_ev_per_a": [[1.09, -2.21, 2.44], [0.42, 0.93, 1.02], [0.66, -4.26, 0.10], [0.96, -0.02, -3.04], [1.05, -1.98, -1.01], [4.79, -0.89, 0.52], [-0.52, 4.67, -0.88], [-0.51, -1.28, 1.34], [-1.03, -1.35, 0.26], [0.40, -1.05, -0.53], [-1.25, 1.81, 0.51], [-0.77, -1.44, -1.01], [0.36, 0.21, -1.25], [0.49, 2.17, 1.26], [-0.49, 0.26, 1.17], [-1.35, 1.17, -0.95], [-1.53, 0.66, -0.85], [0.70, -1.32, -0.62], [0.40, 2.73, 1.85], [-4.64, 0.83, -1.49], [0.77, 0.36, 1.16]],
  "mulliken_charge": [0.739, 0.560, -0.722, 0.421, 0.400, -0.654, -0.750, 0.313, 0.375, 0.422, 0.487, 0.411, 0.370, 0.221, -0.837, 0.301, 0.351, 0.325, -1.384, -0.708, 0.357],
  "s_squared": 2.01,
  "energy_ev": -9399.1302,
  "fmax_ha_per_bohr": 0.0961,
  "homo_lumo_gap_ev": [8.00, 7.53],
  "spin_multiplicity": 3,
  "charge": 1,
  "homo_energy_ev": [-10.72, -15.34]
}